Record 1
DFT (ωB97M-V/def2-TZVPD) results for CH2N2O2S2 as an isolated structure.

The geometry in XYZ format:
```
9
Properties=species:S:1:pos:R:3:lowdin_charge:R:1
C -0.566 0.339 0.993 -0.78
N -0.887 -2.131 1.754 -0.65
N -0.937 1.530 0.883 0.11
O 0.819 -2.385 -0.468 -0.32
O 0.654 -0.314 0.830 -0.31
S -1.882 -0.787 1.279 0.92
S 0.594 -1.995 1.226 1.01
H 1.437 -1.767 -0.860 0.03
H -0.312 2.145 0.579 0.00
```

Results
HOMO energy: -0.330 Eh
HOMO-LUMO gap: 8.7 eV
ΔE to the lowest compared entry with this formula, charge and spin: 46.0 kcal per mole

Record 2
DFT (ωB97M-V/def2-TZVPD) results for a 6-piece molecular cluster, C18H45O15P3 overall.

The geometry in XYZ format:
```
81
Properties=species:S:1:pos:R:3:lowdin_charge:R:1
C 0.151 -0.585 1.620 -0.19
O 0.847 0.504 1.251 -0.22
P 0.154 1.514 0.113 0.52
O -0.598 0.831 -0.945 -0.24
O -1.058 2.158 1.044 -0.26
C -2.340 1.717 1.233 -0.11
O 1.017 2.734 -0.356 -0.22
C 0.376 3.932 -0.792 -0.10
H 0.785 -1.206 2.251 0.07
H 0.028 -1.296 0.659 0.11
H -0.889 -0.506 2.100 0.10
H -2.896 2.264 0.785 -0.02
H -2.495 1.758 2.339 0.12
H -2.300 0.634 0.605 0.14
H 1.154 4.676 -0.869 0.06
H -0.129 4.329 0.159 0.11
H -0.211 3.874 -1.822 0.14
C -1.508 -1.483 -4.561 -0.14
O -1.855 -0.676 -3.512 -0.19
P -2.511 -1.271 -2.160 0.48
O -3.564 -2.297 -2.629 -0.31
O -1.403 -2.000 -1.221 -0.27
C -0.858 -3.306 -1.636 -0.07
O -3.270 -0.306 -1.205 -0.24
C -4.481 -0.583 -0.452 -0.02
H -2.367 -1.946 -4.848 0.06
H -0.897 -2.331 -4.454 0.07
H -1.053 -0.878 -5.258 0.08
H -0.128 -3.083 -2.429 0.07
H -1.645 -3.732 -2.205 0.05
H -0.550 -3.990 -0.799 0.11
H -4.788 -0.003 0.257 0.02
H -4.102 -1.556 0.083 0.11
H -5.218 -0.939 -1.165 0.09
C 2.561 -2.550 -0.411 -0.09
O 3.736 -1.813 -0.645 -0.22
P 3.682 -0.444 -1.571 0.45
O 2.622 0.431 -0.881 -0.30
O 5.012 0.298 -1.536 -0.23
C 5.120 1.656 -2.112 -0.03
O 3.128 -0.773 -3.038 -0.23
C 1.888 -0.121 -3.608 -0.02
H 2.349 -2.460 0.740 0.14
H 2.827 -3.437 -0.688 0.03
H 1.798 -2.133 -0.974 0.05
H 6.134 2.088 -1.768 0.11
H 4.331 2.268 -1.778 0.04
H 4.978 1.374 -3.337 0.16
H 1.822 -0.254 -4.645 0.06
H 1.907 1.001 -3.400 0.12
H 0.978 -0.448 -3.245 0.03
C 2.027 9.602 -1.373 -0.03
C 0.570 9.540 -0.920 -0.43
C -0.071 8.246 -0.572 -0.04
O -0.195 10.547 -0.844 0.02
H 2.284 10.045 -2.397 0.11
H 2.335 8.509 -1.425 0.08
H 2.571 10.104 -0.548 0.09
H 0.181 7.610 0.221 0.08
H 0.277 7.494 -1.180 0.04
H -1.069 8.096 -0.836 0.08
C -3.116 -2.474 4.695 -0.04
C -3.103 -2.230 3.201 -0.49
C -2.864 -3.432 2.294 -0.03
O -3.415 -1.174 2.635 0.02
H -3.266 -1.536 5.404 0.13
H -2.165 -2.940 5.002 0.07
H -3.950 -3.049 5.028 0.06
H -2.053 -3.897 2.940 0.07
H -2.892 -2.950 1.228 0.10
H -3.715 -4.296 2.268 0.13
C 1.231 -5.673 4.874 -0.07
C 1.237 -4.831 3.695 -0.53
C 2.006 -5.350 2.435 -0.01
O 0.817 -3.684 3.808 0.03
H 0.946 -5.076 5.833 0.11
H 2.257 -6.053 5.087 0.09
H 0.357 -6.515 4.759 0.15
H 3.116 -5.089 2.758 0.14
H 1.800 -4.851 1.537 0.02
H 1.590 -6.326 2.110 0.09
```

Results
HOMO energy: -0.342 Eh
SMILES: COP(=O)(OC)OC.COP(=O)(OC)OC.COP(=O)(OC)OC.CC(C)=O.CC(C)=O.CC(C)=O
HOMO-LUMO gap: 9.7 eV
ΔE to the lowest compared entry with this formula, charge and spin: 35.4 kcal per mole

Record 3
DFT (ωB97M-V/def2-TZVPD) results for the molecule C18H16O5.

The geometry in XYZ format:
```
39
Properties=species:S:1:pos:R:3:lowdin_charge:R:1
C -4.786 -0.359 -3.948 -0.07
O -3.407 -0.089 -3.877 -0.05
C -2.717 -0.512 -2.795 -0.19
C -3.255 -1.197 -1.715 0.00
C -2.451 -1.580 -0.658 -0.01
C -1.090 -1.290 -0.649 -0.16
C -0.304 -1.719 0.520 -0.36
O -0.786 -2.383 1.413 0.09
C 1.146 -1.263 0.595 -0.03
C 1.221 0.246 0.891 -0.23
O 2.446 0.786 0.396 0.07
C 3.186 1.350 1.386 -0.42
O 4.254 1.856 1.188 0.14
C 2.429 1.210 2.647 -0.08
C 2.742 1.607 3.936 0.01
C 1.824 1.323 4.934 -0.07
C 0.638 0.659 4.645 -0.06
C 0.326 0.262 3.352 0.00
C 1.237 0.552 2.358 -0.11
C -0.539 -0.603 -1.742 0.04
C -1.330 -0.213 -2.803 -0.19
O -0.890 0.458 -3.898 -0.06
C 0.477 0.786 -3.983 -0.07
H -5.118 0.064 -4.895 0.10
H -5.332 0.117 -3.128 0.10
H -4.986 -1.435 -3.943 0.10
H -4.305 -1.437 -1.689 0.11
H -2.869 -2.111 0.182 0.12
H 1.661 -1.463 -0.344 0.13
H 1.646 -1.817 1.392 0.14
H 0.401 0.767 0.377 0.16
H 3.671 2.116 4.141 0.12
H 2.033 1.616 5.951 0.10
H -0.055 0.443 5.444 0.11
H -0.589 -0.266 3.134 0.11
H 0.514 -0.380 -1.764 0.10
H 0.590 1.318 -4.926 0.10
H 0.791 1.438 -3.161 0.10
H 1.106 -0.110 -3.997 0.10
```

Results
HOMO energy: -0.312 Eh
SMILES: COc1ccc(C(=O)C[C@@H]2OC(=O)c3ccccc32)cc1OC
HOMO-LUMO gap: 8.7 eV
ΔE to the lowest compared entry with this formula, charge and spin: 3.7 kcal per mole

Record 4
DFT (ωB97M-V/def2-TZVPD) results for an isolated ion of composition C2H7N4O and charge +1.

The geometry in XYZ format:
```
14
Properties=species:S:1:pos:R:3:lowdin_charge:R:1
H -0.650 1.509 -1.809 0.13
N 0.331 1.251 -1.593 0.25
C 0.766 0.498 -0.791 -0.40
N 1.933 -0.002 -0.436 0.20
N -0.287 -0.159 0.353 -0.18
C -1.669 -0.389 0.000 0.04
N -0.128 0.078 1.651 0.09
O 0.128 -1.287 1.260 0.05
H 2.818 -0.014 -0.830 0.12
H 1.959 -0.578 0.450 0.14
H -2.252 0.449 0.085 0.09
H -1.741 -0.854 -1.035 0.16
H -2.094 -0.997 0.731 0.09
H 0.886 0.496 1.964 0.22
```

Results
HOMO energy: -0.561 Eh
SMILES: [H]/N=C(/N)[N@+]1(C)NO1
HOMO-LUMO gap: 11.0 eV
ΔE to the lowest compared entry with this formula, charge and spin: 168.0 kcal per mole
Charge: +1

Record 5
DFT (ωB97M-V/def2-TZVPD) results for the molecule C10H22NOP.

The geometry in XYZ format:
```
35
Properties=species:S:1:pos:R:3:lowdin_charge:R:1
C 2.095 1.646 0.752 -0.13
C 0.928 1.902 -0.187 -0.37
C 1.382 1.903 -1.675 -0.25
C 0.175 1.849 -2.459 -0.26
C -0.724 0.587 -2.108 -0.34
C -2.164 0.813 -2.633 -0.12
P -0.561 0.580 -0.185 0.90
O -1.885 0.817 0.427 -0.34
N 0.489 -1.015 0.378 -0.04
C -0.203 -1.733 1.451 -0.68
C 0.729 -2.881 1.897 -0.03
C -0.392 -0.836 2.743 -0.03
C -1.458 -2.246 0.945 -0.08
H 1.639 1.359 1.690 0.05
H 2.775 2.559 0.955 0.11
H 2.735 0.855 0.382 0.06
H 0.518 2.855 0.030 0.10
H 1.886 0.909 -1.845 0.13
H 2.120 2.679 -1.834 0.12
H -0.518 2.738 -2.376 0.14
H 0.502 1.828 -3.440 0.09
H -0.246 -0.368 -2.385 0.11
H -2.640 -0.086 -2.520 0.03
H -2.316 0.967 -3.709 0.07
H -2.776 1.745 -2.267 0.12
H 1.467 -0.822 0.416 0.03
H 0.656 -3.724 1.270 0.07
H 1.721 -2.414 1.893 0.09
H 0.487 -3.164 2.885 0.06
H -1.250 -0.142 2.738 0.08
H 0.576 -0.361 2.909 0.07
H -0.408 -1.515 3.506 0.03
H -1.260 -2.936 0.182 0.07
H -1.924 -2.788 1.683 0.07
H -2.152 -1.561 0.492 0.07
```

Results
HOMO energy: -0.321 Eh
SMILES: C[C@H]1CC[C@H](C)P1(=O)NC(C)(C)C
HOMO-LUMO gap: 9.7 eV
ΔE to the lowest compared entry with this formula, charge and spin: 0.0 kcal per mole

Record 6
DFT (ωB97M-V/def2-TZVPD) results for a 2-piece molecular cluster, C5H8N2 overall.

The geometry in XYZ format:
```
15
Properties=species:S:1:pos:R:3:lowdin_charge:R:1
C -1.813 -0.337 0.192 -0.02
C -2.431 -0.837 1.236 -0.15
N -3.072 0.379 0.832 -0.03
H -0.970 0.022 -0.416 0.05
H -2.570 -1.778 1.666 0.07
H -3.886 0.182 0.239 0.05
C 2.233 1.287 0.091 -0.08
C 1.418 0.548 -0.955 -0.15
C 1.144 -0.707 -0.796 -0.25
N 1.133 -1.939 -0.689 0.16
H 2.941 1.803 -0.418 0.03
H 2.810 0.701 0.771 0.08
H 1.750 2.060 0.644 0.06
H 1.027 1.057 -1.846 0.12
H 0.286 -2.442 -0.552 0.05
```

Results
HOMO energy: -0.304 Eh
SMILES: C1=CN1.CC=C=N
HOMO-LUMO gap: 9.2 eV
ΔE to the lowest compared entry with this formula, charge and spin: 142.1 kcal per mole

Record 7
DFT (ωB97M-V/def2-TZVPD) results for the molecule C21H23N3O5S.

The geometry in XYZ format:
```
53
Properties=species:S:1:pos:R:3:lowdin_charge:R:1
C 5.075 0.887 1.646 -0.08
O 4.148 1.764 1.049 -0.10
C 2.817 1.498 1.173 -0.30
C 1.960 2.390 0.522 -0.01
C 0.598 2.205 0.559 -0.01
C 0.050 1.132 1.261 -0.22
N -1.343 0.990 1.231 0.14
C -2.105 0.006 1.761 -0.43
O -1.726 -0.855 2.527 0.08
C -3.538 0.048 1.208 -0.23
C -4.544 -0.761 2.024 -0.11
C -5.491 -1.321 0.962 -0.14
C -4.544 -1.633 -0.196 -0.17
N -3.500 -0.629 -0.084 -0.20
S -2.839 0.133 -1.385 0.69
O -3.504 -0.311 -2.574 -0.27
O -2.793 1.553 -1.120 -0.29
C -1.142 -0.443 -1.389 -0.26
C -0.768 -1.549 -0.652 -0.05
C 0.566 -1.904 -0.592 0.01
C 1.515 -1.164 -1.292 -0.18
C 1.126 -0.080 -2.086 -0.15
C -0.209 0.283 -2.109 -0.01
C 2.176 0.597 -2.915 -0.11
C 3.520 0.625 -2.192 -0.07
C 3.904 -0.711 -1.601 -0.46
O 5.044 -1.072 -1.417 0.07
N 2.856 -1.502 -1.218 0.16
C 0.897 0.252 1.919 -0.01
C 2.270 0.427 1.868 -0.01
H 4.925 0.818 2.727 0.09
H 5.028 -0.110 1.199 0.09
H 6.054 1.318 1.444 0.10
H 2.392 3.227 -0.006 0.12
H -0.057 2.888 0.040 0.12
H -1.805 1.597 0.556 0.10
H -3.860 1.088 1.071 0.15
H -4.008 -1.566 2.530 0.12
H -5.050 -0.150 2.767 0.12
H -6.210 -0.558 0.662 0.12
H -6.031 -2.202 1.302 0.11
H -4.104 -2.632 -0.081 0.12
H -5.005 -1.562 -1.181 0.11
H -1.509 -2.112 -0.109 0.11
H 0.877 -2.750 0.002 0.12
H -0.542 1.131 -2.685 0.13
H 2.281 0.041 -3.853 0.13
H 1.866 1.611 -3.167 0.12
H 3.482 1.331 -1.359 0.10
H 4.320 0.947 -2.858 0.13
H 3.099 -2.360 -0.738 0.16
H 0.481 -0.574 2.471 0.11
H 2.903 -0.279 2.381 0.11
```

Results
HOMO energy: -0.297 Eh
SMILES: COc1ccc(NC(=O)[C@@H]2CCCN2S(=O)(=O)c2ccc3c(c2)CCC(=O)N3)cc1
HOMO-LUMO gap: 8.7 eV
ΔE to the lowest compared entry with this formula, charge and spin: 33.6 kcal per mole

Record 8
DFT (ωB97M-V/def2-TZVPD) results for C7H14ClI2NOPPb as an isolated structure.

The geometry in XYZ format:
```
28
Properties=species:S:1:pos:R:3:lowdin_charge:R:1
I -1.582 -2.821 -2.914 0.42
I -5.116 -1.685 -0.968 0.54
Pb -0.383 -1.313 -0.748 0.84
P -0.104 1.994 -1.777 0.87
C -1.228 2.381 -3.137 -0.17
C -0.251 3.451 -0.683 -0.19
H 2.316 2.085 -1.731 0.05
H 1.599 3.223 -2.932 0.10
H 1.703 1.457 -3.314 0.08
C 1.554 2.204 -2.516 -0.19
H 0.459 3.311 0.157 0.08
H 0.054 4.331 -1.282 0.10
H -0.871 3.302 -3.632 0.11
H -2.266 2.517 -2.783 0.08
H -1.292 3.560 -0.313 0.08
H -1.186 1.538 -3.854 0.08
C -1.661 0.880 -0.440 -0.24
O -2.809 0.829 -0.779 0.02
Cl 1.457 0.329 0.221 0.11
C 1.200 -4.450 4.142 -0.07
C 1.171 -2.894 3.916 -0.18
C 0.664 -2.571 2.589 -0.14
N 0.283 -2.231 1.543 0.02
H 0.155 -4.809 4.044 0.09
H 1.572 -4.765 5.148 0.11
H 1.852 -4.879 3.354 0.09
H 0.485 -2.463 4.687 0.15
H 2.222 -2.513 4.002 0.15
```

Results
HOMO energy (spin up / spin down): -0.718 / -0.695 Eh
HOMO-LUMO gap (spin up / spin down): 4.6 / 4.0 eV
ΔE to the lowest compared entry with this formula, charge and spin: 54.7 kcal per mole
Charge: +3

Record 9
DFT (ωB97M-V/def2-TZVPD) results for a 2-piece molecular cluster, C2H6N4O2 overall.

The geometry in XYZ format:
```
14
Properties=species:S:1:pos:R:3:lowdin_charge:R:1
C -2.137 0.100 -0.168 -0.38
C -0.274 1.680 -0.010 -0.39
N 2.260 -0.696 0.291 0.06
N 1.124 -1.221 -0.289 -0.17
N 0.046 -1.334 0.255 0.18
N -0.873 0.497 0.129 0.04
O -2.515 -1.024 0.035 -0.01
O 0.916 1.898 0.161 -0.03
H -2.942 0.888 -0.313 0.14
H -0.838 2.622 -0.102 0.13
H 2.401 0.320 0.235 0.08
H 2.417 -0.969 1.254 0.09
H 1.179 -1.055 -1.376 0.22
H -0.765 -1.706 -0.102 0.04
```

Results
HOMO energy: -0.345 Eh
HOMO-LUMO gap: 9.4 eV
ΔE to the lowest compared entry with this formula, charge and spin: 99.8 kcal per mole

Record 10
DFT (ωB97M-V/def2-TZVPD) results for an isolated ion of composition C17H28N4O2PS and charge +1.

The geometry in XYZ format:
```
53
Properties=species:S:1:pos:R:3:lowdin_charge:R:1
C -3.886 2.277 -0.156 -0.10
C -2.828 1.622 -1.121 -0.25
C -2.368 0.165 -0.661 -0.19
C -1.332 0.221 0.540 -0.19
N -0.604 -1.048 0.784 0.00
C 0.408 -1.370 -0.253 -0.41
C -0.123 -2.735 -0.898 -0.22
C -0.534 -2.690 -2.289 -0.01
C -1.038 -3.951 -2.868 -0.02
C -1.072 -5.123 -1.992 -0.02
C -0.613 -4.936 -0.627 -0.10
N -0.128 -3.800 -0.068 0.11
N 0.737 -0.281 -1.204 0.15
C 1.956 0.173 -1.047 -0.44
C 2.674 1.342 -1.810 -0.13
C 1.995 2.677 -1.259 -0.13
C 1.974 2.765 0.300 -0.21
O 1.444 4.048 0.747 -0.04
C 0.613 3.754 1.851 -0.49
C 1.230 3.385 3.251 0.02
O -0.580 3.738 1.756 0.12
S 3.013 -0.561 0.196 1.01
C 1.675 -1.844 0.548 -0.55
P 1.627 -1.871 2.431 0.67
N 0.452 -2.705 3.073 -0.31
H -4.283 1.512 0.557 0.07
H -4.729 2.793 -0.674 0.08
H -3.361 3.060 0.454 0.07
H -1.904 2.258 -1.172 0.09
H -3.190 1.514 -2.179 0.11
H -3.305 -0.347 -0.303 0.12
H -1.951 -0.335 -1.576 0.08
H -0.658 1.121 0.481 0.10
H -1.962 0.398 1.459 0.14
H -1.304 -1.786 0.877 0.12
H -0.474 -1.774 -2.920 0.10
H -1.351 -3.956 -3.932 0.11
H -1.450 -6.070 -2.429 0.11
H -0.665 -5.833 0.041 0.12
H 0.111 0.107 -1.917 0.17
H 3.762 1.341 -1.536 0.12
H 2.513 1.304 -2.913 0.13
H 0.932 2.688 -1.616 0.12
H 2.542 3.574 -1.659 0.14
H 1.332 1.982 0.794 0.10
H 3.015 2.638 0.723 0.14
H 2.216 2.876 3.041 0.08
H 0.615 2.616 3.785 0.10
H 1.361 4.324 3.838 0.10
H 2.192 -2.783 0.238 0.09
H 1.619 -0.498 2.850 0.00
H 2.858 -2.502 2.828 0.03
H 0.825 -3.476 3.637 -0.03
```

Results
HOMO energy: -0.418 Eh
HOMO-LUMO gap: 7.3 eV
Charge: +1

Record 11
DFT (ωB97M-V/def2-TZVPD) results for a 2-piece molecular cluster, C6H13NO overall.

The geometry in XYZ format:
```
21
Properties=species:S:1:pos:R:3:lowdin_charge:R:1
C -0.147 -1.291 1.720 0.01
C -0.893 -0.398 1.063 -0.38
C -0.975 -0.377 -0.456 -0.10
C 0.102 0.071 -1.108 -0.12
C -0.168 0.354 -2.572 -0.11
N -1.796 0.500 1.666 -0.05
C -2.673 1.418 0.920 -0.10
H 0.418 -2.054 1.190 0.05
H -0.008 -1.399 2.786 0.04
H -1.898 -0.781 -0.830 0.12
H 1.071 0.248 -0.672 0.11
H -0.878 1.181 -2.680 0.07
H 0.728 0.667 -3.108 0.06
H -0.592 -0.507 -3.070 0.07
H -1.385 0.945 2.474 0.12
H -3.650 1.042 1.241 0.07
H -2.572 1.438 -0.167 0.07
H -2.733 2.429 1.325 0.07
O 5.269 -0.469 -0.836 -0.07
H 4.981 -1.386 -0.917 0.03
H 5.285 -0.259 0.104 0.03
```

Results
HOMO energy: -0.287 Eh
SMILES: C=C(/C=C/C)NC.O
HOMO-LUMO gap: 8.6 eV
ΔE to the lowest compared entry with this formula, charge and spin: 69.4 kcal per mole

Record 12
DFT (ωB97M-V/def2-TZVPD) results for an isolated ion of composition C4H12ClN2Si and charge +1.

The geometry in XYZ format:
```
20
Properties=species:S:1:pos:R:3:lowdin_charge:R:1
C -1.718 -0.378 1.263 -0.08
N -0.949 0.000 0.027 -0.16
C 0.054 0.899 0.307 -0.51
Si 0.032 2.734 -0.494 0.77
C 1.411 -0.023 0.032 -0.58
Cl 2.824 0.599 0.765 0.80
N 1.284 -1.227 -0.415 -0.01
C 2.162 -2.342 -0.635 -0.02
H -2.605 -1.054 1.082 0.10
H -0.970 -0.698 2.036 0.09
H -2.335 0.402 1.920 0.12
H -1.555 0.391 -0.656 0.09
H 0.175 1.207 1.326 0.07
H -0.567 3.975 0.095 -0.06
H -0.682 2.382 -1.799 -0.05
H 1.523 2.655 -0.866 -0.05
H 0.310 -1.180 -0.674 0.13
H 2.841 -2.400 0.265 0.11
H 2.772 -2.159 -1.659 0.16
H 1.572 -3.238 -0.878 0.10
```

Results
HOMO energy: -0.507 Eh
SMILES: CN[C@H]([SiH3])/C(Cl)=[NH+]/C
HOMO-LUMO gap: 9.7 eV
ΔE to the lowest compared entry with this formula, charge and spin: 43.3 kcal per mole
Charge: +1